A 2-piece molecular cluster, C6H14NS overall at a distorted geometry. Source: the OMol25 dataset; level of theory: ωB97M-V/def2-TZVPD.

Calculated values
Total charge: +1
Lowest unoccupied orbital energy (eV): -2.9
Energy relative to the best compared isomer or geometry (same formula, charge and spin) (kJ/mol): 428.67
Frontier orbital gap (eV): 10.18

Last column: natural (NBO) charge in e.
CARTESIAN COORDINATES (ANGSTROEM)
C1 -1.38402 -0.79284 -0.02110  -0.245
C2 -0.24585 0.08167 -0.31642  0.151
C3 0.25341 0.52765 -1.63722  -0.671
C4 -0.60647 2.33532 1.36729  -0.675
C5 0.46803 -2.42218 -0.73316  -0.403
C6 0.45231 1.31464 1.30021  -0.236
N1 -0.00509 -1.32582 0.07323  -0.407
S1 0.82225 0.10443 2.55201  0.088
H1 -1.92270 -0.67214 0.81118  0.227
H2 -2.10539 -1.13103 -0.90491  0.245
H3 0.62930 1.60717 -1.46857  0.250
H4 -0.44269 0.38364 -2.36460  0.232
H5 1.19916 -0.06874 -1.92343  0.239
H6 -0.14398 3.19436 2.00291  0.257
H7 -1.48624 1.76424 1.91595  0.215
H8 -1.07714 2.79342 0.49418  0.264
H9 1.48992 -2.40387 -0.59860  0.220
H10 0.07802 -3.34916 -0.57137  0.238
H11 0.10401 -2.23190 -1.84571  0.224
H12 1.24674 1.80201 0.81869  0.216
H13 0.37317 -1.37030 1.00668  0.424
H14 1.96277 -0.43509 2.06900  0.150

=====

A 2-piece molecular cluster, C6H11Cl2FO overall at a distorted geometry. Source: the OMol25 dataset; level of theory: ωB97M-V/def2-TZVPD.

Calculated values
Total charge: 0
Structure (SMILES): CC(=O)C(C)C.FC(Cl)Cl
Lowest unoccupied orbital energy (eV): 0.6
Frontier orbital gap (eV): 10.46

Last column: natural (NBO) charge in e.
CARTESIAN COORDINATES (ANGSTROEM)
C1 -1.66073 -0.44583 -0.87445  -0.709
C2 -0.24505 -0.06082 -0.66618  0.620
O1 0.55161 -0.02555 -1.55609  -0.574
C3 0.10627 0.30589 0.74648  -0.325
C4 -0.07010 -0.90740 1.69706  -0.607
C5 1.58966 0.93349 0.79951  -0.613
H1 -1.85456 -1.08682 -1.63360  0.233
H2 -1.92787 -0.83585 0.10642  0.219
H3 -2.21035 0.54239 -1.05280  0.241
H4 -0.63168 0.97602 1.08812  0.211
H5 0.08723 -1.77183 1.06873  0.213
H6 -1.03822 -1.08747 1.95642  0.204
H7 0.49201 -0.78424 2.63363  0.228
H8 1.92917 1.35244 1.75178  0.216
H9 2.07529 0.03488 0.39947  0.223
H10 1.65843 1.80818 0.08607  0.219
F1 1.97625 -3.35686 -2.37451  -0.316
C6 0.76262 -2.97430 -2.63564  0.210
Cl1 0.38316 -3.84701 -4.21529  -0.078
Cl2 -0.33151 -3.56823 -1.29395  -0.051
H11 0.88352 -1.90440 -2.83911  0.236

=====

C42H33CsF3GeN4O3S2 as an isolated structure at a distorted geometry. Source: the OMol25 dataset; level of theory: ωB97M-V/def2-TZVPD.

Calculated values
Total charge: -2
2S+1: 2
Lowest unoccupied orbital energy (alpha / beta) (eV): 3.9 / 3.9
Energy relative to the best compared isomer or geometry (same formula, charge and spin) (kJ/mol): 108.14
Frontier orbital gap (alpha / beta) (eV): 4.42 / 6.35

Last column: Mulliken charge in e.
CARTESIAN COORDINATES (ANGSTROEM)
Cs1 -0.62518 1.87660 -1.00280  1.745
N1 1.42407 4.76681 3.15716  -0.482
C1 1.34293 3.70843 2.26593  0.042
S1 -0.19317 2.99260 2.05118  -0.463
N2 2.49935 3.46234 1.67646  -0.870
N3 2.55195 2.29339 0.98219  0.463
C2 3.47962 2.20267 0.09740  0.202
C3 4.39412 3.29851 -0.30750  0.021
C4 4.48011 3.66081 -1.64536  -0.286
C5 5.31088 4.69324 -2.05012  -0.721
C6 6.08461 5.36773 -1.11793  -0.306
C7 6.00714 5.00691 0.21989  -0.757
C8 5.16332 3.98704 0.62255  -0.028
C9 3.68650 0.86163 -0.49718  -0.283
C10 2.91370 -0.21323 -0.05451  0.918
C11 3.19689 -1.47411 -0.52255  0.099
C12 4.22464 -1.63248 -1.44901  -0.715
C13 4.91204 -0.50115 -1.84788  -0.500
N4 4.67061 0.72024 -1.38427  -0.424
H1 0.54764 5.23854 3.31594  0.246
H2 2.23277 5.34884 3.00968  0.232
H3 3.88680 3.12714 -2.37708  0.425
H4 5.35028 4.96276 -3.09843  0.357
H5 6.73816 6.17068 -1.43244  0.359
H6 6.60159 5.52941 0.95917  0.351
H7 5.08155 3.72673 1.66872  0.427
H8 2.12574 -0.04319 0.66225  -0.353
H9 2.60824 -2.31495 -0.17226  0.448
H10 4.47773 -2.59963 -1.85670  0.362
H11 5.71007 -0.57717 -2.57826  0.396
C14 -4.93032 -2.36710 -3.06747  -0.546
C15 -4.81791 -1.67676 -1.84215  -0.741
C16 -3.58876 -1.31091 -1.37767  -0.419
C17 -2.40215 -1.60008 -2.09206  0.401
C18 -1.12153 -1.21050 -1.60051  0.541
C19 -0.02265 -1.51714 -2.35450  0.153
C20 -0.13768 -2.21619 -3.58442  -0.752
C21 -1.35604 -2.60155 -4.05514  -1.089
C22 -2.52599 -2.29587 -3.31657  1.174
C23 -3.81059 -2.66794 -3.78306  -0.829
H12 -5.90534 -2.65799 -3.44047  0.364
H13 -5.70422 -1.44219 -1.26909  0.444
H14 -3.49958 -0.79447 -0.42888  0.114
H15 0.96976 -1.24283 -2.02043  0.146
H16 0.75860 -2.44214 -4.15538  0.375
H17 -1.44945 -3.13366 -4.99552  0.300
H18 -3.88356 -3.19664 -4.72618  0.362
C24 -2.67179 -5.61820 0.23937  -0.593
C25 -3.43135 -4.69196 0.93194  -0.667
C26 -2.93138 -3.42001 1.17817  -0.009
C27 -1.67064 -3.03082 0.73690  -0.098
C28 -0.92622 -3.98263 0.03946  -0.059
C29 -1.40726 -5.25649 -0.20421  -0.709
Ge1 -0.94217 -1.17950 0.96420  -0.308
C30 0.48314 -1.56454 2.32224  -0.171
C31 1.09988 -0.46439 2.92692  0.091
C32 2.06532 -0.62558 3.90641  -0.644
C33 2.44738 -1.89867 4.30667  -0.568
C34 1.84761 -3.00142 3.72286  -0.597
C35 0.87243 -2.83344 2.74754  -0.015
C36 -2.32754 -0.38173 2.15327  0.191
C37 -3.25355 0.53984 1.67471  -0.192
C38 -4.22178 1.09852 2.49611  -0.785
C39 -4.27931 0.74299 3.83449  -0.489
C40 -3.35904 -0.16489 4.33586  -0.706
C41 -2.39777 -0.71538 3.50392  -0.308
H19 -3.06316 -6.60688 0.03483  0.328
H20 -4.42607 -4.95234 1.27644  0.364
H21 -3.54959 -2.71456 1.72023  0.269
H22 0.04760 -3.71373 -0.35268  0.257
H23 -0.80294 -5.96411 -0.75921  0.394
H24 0.82191 0.53620 2.62368  0.071
H25 2.52405 0.25084 4.34836  0.414
H26 3.20864 -2.02913 5.06802  0.313
H27 2.13345 -4.00306 4.02915  0.352
H28 0.40876 -3.71223 2.31504  0.233
H29 -3.21851 0.85533 0.63577  0.493
H30 -4.91919 1.82188 2.09092  0.403
H31 -5.02671 1.18010 4.48642  0.313
H32 -3.38323 -0.44188 5.38473  0.375
H33 -1.68027 -1.41638 3.91416  0.328
F1 -3.74970 3.81395 -2.01351  -0.238
C42 -3.43771 3.90378 -3.32398  0.669
F2 -3.42019 5.21137 -3.62459  -0.248
F3 -4.46070 3.36669 -4.00550  -0.243
S2 -1.83055 3.06170 -3.68402  0.907
O1 -1.68439 3.17184 -5.11270  -0.668
O2 -2.06080 1.72658 -3.16203  -0.586
O3 -0.88390 3.82917 -2.89109  -0.767

=====

C17H21BKN3O2 as an isolated structure at a distorted geometry. Source: the OMol25 dataset; level of theory: ωB97M-V/def2-TZVPD.

Calculated values
Total charge: 0
Lowest unoccupied orbital energy (eV): -0.9
Energy relative to the best compared isomer or geometry (same formula, charge and spin) (kJ/mol): 0.00
Frontier orbital gap (eV): 4.60

Last column: natural (NBO) charge in e.
CARTESIAN COORDINATES (ANGSTROEM)
K1 -0.25289 2.68563 -2.45882  0.963
C1 5.07621 -0.65587 -0.38490  -0.323
C2 3.97412 -1.30730 0.14392  -0.170
C3 2.72456 -1.00360 -0.28331  -0.346
C4 2.52999 0.07163 -1.16731  0.170
C5 3.60404 0.85087 -1.57848  -0.285
C6 4.88221 0.48491 -1.19216  -0.191
N1 1.32703 0.51268 -1.62232  -0.625
N2 0.23104 -0.30796 -1.35835  -0.532
C7 -0.75467 -0.44914 -2.36808  0.380
C8 -0.51477 -0.08442 -3.69946  -0.372
C9 -1.60165 0.01124 -4.54303  -0.166
C10 -2.88334 -0.29931 -4.08701  -0.344
C11 -3.01332 -0.66284 -2.74685  0.063
N3 -1.97738 -0.71914 -1.89831  -0.483
H1 6.10734 -1.03749 -0.18282  0.200
H2 4.04248 -2.01505 0.97255  0.199
H3 1.86234 -1.55258 0.04690  0.214
H4 3.46431 1.77578 -2.20839  0.190
H5 5.80734 1.01186 -1.50331  0.201
H6 0.50294 0.10593 -4.02537  0.250
H7 -1.51133 0.36108 -5.56178  0.211
H8 -3.72815 -0.15589 -4.75131  0.217
H9 -3.92124 -0.97120 -2.33997  0.188
C12 -2.72494 -1.03932 2.07985  -0.646
C13 -1.26169 -0.63426 2.13425  0.263
C14 -0.50285 -1.34702 3.27209  -0.632
O1 -0.64666 -1.21988 0.89031  -0.735
B1 -0.27888 -0.19538 0.06340  1.276
O2 -0.38521 1.05085 0.65911  -0.752
C15 -0.94751 0.92957 1.98889  0.247
C16 -2.26186 1.74294 2.00265  -0.629
C17 0.09121 1.50113 2.99661  -0.630
H10 -2.79704 -2.13444 2.15404  0.227
H11 -3.15339 -0.73028 1.11663  0.226
H12 -3.36927 -0.66741 2.86926  0.214
H13 -0.73151 -2.42396 3.21788  0.225
H14 -0.89986 -0.98067 4.25988  0.206
H15 0.60136 -1.19478 3.14945  0.230
H16 -2.95310 1.29549 1.29106  0.220
H17 -2.03112 2.80822 1.80905  0.212
H18 -2.71241 1.70782 3.02626  0.213
H19 1.06384 1.01203 2.89906  0.231
H20 -0.28115 1.27187 4.02023  0.209
H21 0.20482 2.59766 2.89802  0.217

=====

E_tot: -689.5512 -1330.6538 -5258.1106 -1600.0055 (a.u.)